(1)
{
  "formula": "C50H32N4OsS2",
  "method": "wB97M-V/def2-TZVPD",
  "elements": ["Os", "C", "C", "C", "C", "C", "C", "C", "C", "C", "C", "C", "N", "C", "C", "C", "C", "C", "C", "C", "C", "C", "C", "C", "C", "C", "N", "C", "C", "C", "C", "C", "C", "C", "C", "C", "C", "C", "C", "N", "C", "C", "N", "C", "C", "C", "C", "C", "C", "H", "H", "H", "H", "H", "H", "H", "H", "H", "H", "H", "H", "H", "H", "H", "H", "H", "H", "H", "H", "H", "H", "H", "H", "H", "H", "H", "H", "S", "C", "C", "C", "C", "C", "C", "S", "H", "H", "H", "H"],
  "xyz": [[-0.0042, 0.2280, -0.4524], [-2.6297, 7.4483, -0.9380], [-2.0196, 6.9808, 0.2176], [-1.5403, 5.6800, 0.2733], [-1.6648, 4.8353, -0.8244], [-2.2731, 5.3116, -1.9811], [-2.7543, 6.6120, -2.0379], [-1.1647, 3.4284, -0.7529], [0.1786, 3.2138, -1.0771], [1.1132, 4.2381, -1.4722], [2.2995, 3.6280, -1.6983], [2.1010, 2.2169, -1.4732], [0.8067, 2.0033, -1.0754], [3.0449, 1.2195, -1.6911], [2.8006, -0.1556, -1.6199], [3.7308, -1.1838, -1.9938], [3.0931, -2.3737, -1.8550], [1.7644, -2.0899, -1.3914], [0.7719, -3.0439, -1.1198], [1.1132, -4.4708, -1.3817], [1.3480, -4.9179, -2.6798], [1.6710, -6.2444, -2.9215], [1.7665, -7.1425, -1.8676], [1.5302, -6.7074, -0.5716], [1.2020, -5.3811, -0.3324], [-0.4874, -2.7790, -0.6003], [-0.9522, -1.5531, -0.1795], [-2.1567, -1.7575, 0.4309], [-2.9322, -0.7377, 1.0259], [-3.7985, -0.9974, 2.2162], [-4.1311, 0.0656, 3.0712], [-4.8705, -0.1207, 4.2283], [-5.2844, -1.3875, 4.6043], [-4.9074, -2.4641, 3.8169], [-4.1688, -2.2753, 2.6609], [-2.8492, 0.5857, 0.5463], [-3.8976, 1.5781, 0.6314], [-3.4242, 2.7159, 0.0784], [-2.0672, 2.4599, -0.3274], [-1.7849, 1.1324, -0.1110], [-2.5195, -3.1517, 0.2788], [-1.5025, -3.7699, -0.3557], [1.6166, -0.7389, -1.2463], [4.4132, 1.6398, -2.1104], [4.6388, 2.1987, -3.3642], [5.9185, 2.5692, -3.7515], [6.9883, 2.3870, -2.8868], [6.7712, 1.8346, -1.6324], [5.4917, 1.4634, -1.2474], [-3.0077, 8.4615, -0.9804], [-1.9164, 7.6289, 1.0782], [-1.0647, 5.3106, 1.1738], [-2.3655, 4.6565, -2.8389], [-3.2274, 6.9723, -2.9422], [0.8823, 5.2859, -1.5687], [3.2234, 4.0886, -2.0054], [4.7385, -1.0166, -2.3342], [3.4875, -3.3547, -2.0581], [1.2721, -4.2169, -3.5020], [1.8436, -6.5778, -3.9367], [2.0239, -8.1765, -2.0558], [1.6007, -7.4001, 0.2570], [1.0063, -5.0414, 0.6782], [-3.7587, 1.0565, 2.8679], [-5.0998, 0.7354, 4.8499], [-5.8596, -1.5372, 5.5084], [-5.1735, -3.4718, 4.1097], [-3.8487, -3.1568, 2.1370], [-4.8876, 1.4053, 1.0171], [-3.9426, 3.6518, -0.0488], [-3.4762, -3.5832, 0.5089], [-1.4659, -4.7951, -0.6849], [3.8031, 2.3421, -4.0389], [6.0793, 2.9980, -4.7321], [7.9863, 2.6772, -3.1883], [7.5993, 1.6930, -0.9500], [5.3203, 1.0316, -0.2689], [-0.7237, 1.2600, 3.0765], [-0.5140, -0.4353, 3.4967], [-1.0459, -1.2629, 4.4691], [-0.6999, -2.6108, 4.4136], [0.1527, -3.1117, 3.4335], [0.6938, -2.2714, 2.4636], [0.3395, -0.9431, 2.5356], [0.7526, 0.4752, 1.5322], [-1.7448, -0.8979, 5.2098], [-1.1169, -3.2895, 5.1469], [0.3947, -4.1666, 3.4248], [1.3508, -2.6436, 1.6870]],
  "forces_ev_per_a": [[0.1, 0.0, -0.2], [0.0, 0.0, 0.0], [0.0, 0.0, 0.0], [0.0, 0.0, 0.0], [0.0, 0.0, 0.0], [0.0, 0.0, 0.0], [0.0, 0.0, 0.0], [0.1, 0.0, 0.0], [-0.2, 0.0, 0.1], [0.1, 0.0, 0.0], [-0.1, 0.1, 0.0], [0.0, -0.1, 0.0], [0.1, 0.0, 0.0], [0.0, 0.0, 0.0], [0.0, 0.0, 0.0], [0.0, -0.1, 0.0], [0.0, 0.1, 0.0], [-0.1, -0.2, 0.1], [0.1, 0.1, 0.0], [0.0, 0.0, -0.1], [0.0, 0.0, 0.0], [0.0, 0.0, 0.0], [0.0, 0.0, 0.0], [0.0, 0.0, 0.0], [0.0, 0.0, 0.0], [0.0, 0.0, 0.1], [-0.1, -0.2, 0.0], [-0.1, -0.1, 0.0], [0.0, 0.1, -0.1], [0.0, -0.1, 0.0], [0.1, 0.0, 0.0], [0.0, 0.0, 0.0], [0.0, 0.0, 0.0], [0.0, 0.0, 0.0], [0.0, 0.0, 0.0], [-0.1, -0.1, 0.1], [0.0, 0.0, 0.0], [0.0, 0.0, 0.0], [0.0, 0.0, 0.0], [0.0, 0.1, 0.0], [0.1, 0.0, 0.1], [0.0, 0.0, -0.1], [0.1, 0.1, 0.0], [0.1, 0.0, 0.1], [0.0, 0.0, 0.0], [0.0, 0.0, 0.0], [0.0, 0.0, 0.0], [0.0, 0.0, 0.0], [0.0, 0.0, 0.0], [0.0, 0.0, 0.0], [0.0, 0.0, 0.0], [0.0, 0.0, 0.0], [0.0, 0.0, 0.0], [0.0, 0.0, 0.0], [0.0, 0.0, 0.0], [0.0, 0.0, 0.0], [0.0, 0.0, 0.0], [0.0, 0.0, 0.0], [0.0, 0.0, 0.0], [0.0, 0.0, 0.0], [0.0, 0.0, 0.0], [0.0, 0.0, 0.0], [0.0, 0.0, 0.0], [0.0, 0.0, 0.0], [0.0, 0.0, 0.0], [0.0, 0.0, 0.0], [0.0, 0.0, 0.0], [-0.1, 0.1, 0.1], [0.0, 0.0, 0.0], [0.0, 0.0, 0.0], [0.1, 0.0, -0.1], [0.0, 0.0, 0.0], [0.0, 0.0, 0.0], [0.0, 0.0, 0.0], [0.0, 0.0, 0.0], [0.0, 0.0, 0.0], [0.0, 0.0, 0.0], [0.1, 0.1, 0.0], [-0.1, 0.1, 0.0], [-0.1, -0.1, 0.0], [0.0, 0.1, 0.1], [0.1, 0.0, -0.1], [0.1, -0.1, 0.1], [0.1, 0.0, -0.1], [-0.1, 0.0, 0.2], [0.0, 0.0, 0.0], [0.0, 0.0, 0.0], [0.0, 0.0, 0.0], [0.0, 0.0, 0.0]],
  "mulliken_charge": [0.812, -0.351, -0.816, 0.193, -0.769, 0.148, -0.791, 1.300, 0.407, -1.541, -1.164, 0.470, -0.251, 1.571, 0.486, -1.470, -1.228, 0.586, 0.841, -0.418, -0.080, -0.813, -0.422, -0.866, -0.014, 0.762, -0.087, 0.658, 0.181, 1.430, -0.295, -1.225, -0.463, -1.207, -0.198, 0.270, -1.459, -1.085, 0.328, -0.219, -1.319, -1.529, -0.352, -0.834, 0.045, -0.844, -0.383, -0.824, 0.029, 0.367, 0.391, 0.514, 0.492, 0.388, 0.470, 0.512, 0.470, 0.525, 0.472, 0.390, 0.385, 0.408, 0.543, 0.521, 0.373, 0.411, 0.427, 0.106, 0.785, 0.522, 0.723, 0.614, 0.481, 0.379, 0.392, 0.391, 0.477, -0.301, 0.644, -0.409, -0.528, -0.807, -0.353, -0.133, -0.174, 0.443, 0.405, 0.424, 0.662]
}

***

(2)
{
  "formula": "C24H46Cl2F4N6O7PS5",
  "method": "wB97M-V/def2-TZVPD",
  "charge": -1,
  "elements": ["C", "C", "C", "C", "N", "C", "C", "C", "C", "N", "C", "F", "C", "C", "C", "N", "C", "F", "O", "C", "C", "N", "C", "C", "N", "C", "Cl", "C", "C", "Cl", "P", "O", "O", "S", "C", "S", "S", "C", "C", "C", "H", "H", "H", "H", "H", "H", "H", "H", "H", "H", "H", "H", "H", "H", "H", "H", "H", "H", "H", "H", "H", "H", "H", "H", "H", "H", "H", "H", "H", "H", "H", "H", "H", "H", "H", "H", "H", "H", "H", "H", "H", "H", "H", "H", "H", "H", "N", "S", "O", "O", "F", "S", "O", "O", "F"],
  "xyz": [[-4.8782, 4.1769, -4.2206], [-3.6494, 4.5393, -3.2759], [-4.1968, 5.1805, -1.9238], [-2.9820, 5.9409, -1.2312], [-1.7581, 5.0684, -1.0904], [-1.7874, 4.3700, 0.2225], [-0.4660, 3.5432, 0.5659], [-0.7753, 1.9984, 0.7870], [0.0553, 1.3466, 2.0119], [0.6729, 0.1143, 1.4768], [1.1646, -0.7930, 2.5308], [1.4234, -0.1207, 3.7571], [-0.0089, -1.8213, 2.8597], [-0.2852, -2.0565, 4.4036], [-1.7787, -1.8366, 4.9247], [0.5737, -2.4491, 5.2917], [2.4995, -1.4987, 1.9494], [3.2790, -1.8343, 3.0661], [2.2090, -2.4309, 0.9688], [2.5535, -3.7960, 1.0992], [2.1256, -4.5583, 2.4588], [1.2224, -5.7237, 2.2508], [4.1518, -3.9444, 0.9113], [4.6522, -3.4353, -0.5165], [6.1328, -3.1541, -0.4623], [1.9572, -4.7471, -0.0568], [2.8734, -6.2132, -0.6619], [0.7127, -4.5856, -0.6498], [0.1879, -5.5842, -1.7850], [-0.4293, -3.2708, -0.1828], [3.4878, -0.0860, 1.0724], [2.9098, 0.1678, -0.5140], [5.1078, -0.5912, 0.8484], [3.5891, 1.5589, 2.0854], [-0.6308, 5.9963, -1.2076], [0.6732, 5.6626, -2.2091], [-0.5560, 7.6222, -0.2995], [-0.6181, 8.8749, -1.6851], [-1.1194, 10.3053, -1.1500], [-0.8731, 11.4761, -2.2071], [-5.8738, 4.1355, -3.6774], [-4.9640, 5.0030, -4.9901], [-4.7552, 3.2031, -4.7809], [-3.0771, 3.5998, -2.9800], [-2.9347, 5.2680, -3.7799], [-4.6618, 4.3748, -1.2860], [-4.9949, 5.9446, -2.2098], [-3.2454, 6.3591, -0.2088], [-2.7651, 6.8466, -1.8874], [-2.6381, 3.6139, 0.1583], [-1.9532, 5.1077, 1.0701], [-0.0100, 3.9777, 1.5030], [0.3216, 3.6510, -0.2498], [-1.8802, 1.7549, 0.8828], [-0.4333, 1.4613, -0.1615], [-0.7034, 1.1528, 2.8289], [0.7990, 2.1081, 2.3891], [0.0380, -0.3689, 0.8353], [-0.9651, -1.3610, 2.4405], [0.0830, -2.8329, 2.3768], [-1.8671, -2.3569, 5.9345], [-2.0138, -0.7500, 5.1115], [-2.5383, -2.3531, 4.2564], [1.4814, -2.5438, 4.8120], [3.0982, -4.9768, 2.8851], [1.6991, -3.8793, 3.2508], [1.5992, -6.5465, 2.7426], [0.3612, -5.4913, 2.7701], [4.7240, -3.3000, 1.6630], [4.5019, -5.0032, 1.1431], [4.1015, -2.4930, -0.8603], [4.5225, -4.1889, -1.3424], [6.2923, -2.3704, -1.1057], [6.4006, -2.8274, 0.4687], [-0.6619, -5.0481, -2.3209], [-0.1427, -6.5622, -1.3301], [0.9954, -5.7134, -2.5738], [2.3395, -0.5813, -0.7816], [5.6566, 0.0116, 1.3866], [-1.3967, 8.5553, -2.4530], [0.3766, 8.9909, -2.2127], [-0.5557, 10.5834, -0.2000], [-2.2406, 10.2463, -0.9703], [-0.6675, 12.4160, -1.5929], [0.0353, 11.3066, -2.8518], [-1.7978, 11.7155, -2.8255], [-2.7987, -10.5524, -2.5620], [-1.5267, -11.2811, -3.1408], [-0.6990, -11.9968, -2.2000], [-0.8451, -10.6463, -4.2424], [-2.2524, -12.4935, -3.8914], [-2.4179, -9.3006, -1.6921], [-3.5155, -8.8006, -0.8970], [-1.5941, -8.2821, -2.2992], [-1.4621, -9.8972, -0.5646]],
  "forces_ev_per_a": [[0.2, 0.4, -0.4], [-0.7, -0.6, 0.7], [0.9, 0.4, -0.8], [-1.3, 0.2, 0.1], [0.5, 2.4, 0.5], [0.4, -1.0, 0.5], [-0.2, -0.1, -0.1], [0.9, -0.4, -0.4], [-1.6, 1.0, -1.1], [0.8, 0.6, 1.4], [-1.3, -1.3, 0.2], [0.1, -0.5, -2.2], [-1.0, -0.1, 1.0], [-0.5, -0.2, 1.1], [0.6, -0.9, 0.4], [-0.9, 0.6, -2.2], [0.1, 2.0, 0.6], [-0.6, -0.7, -1.4], [-0.5, -0.2, 0.6], [2.2, -4.0, -0.2], [1.1, -0.3, 0.8], [-0.3, 0.6, 1.4], [0.6, 0.7, -0.1], [0.3, 0.1, 0.0], [-0.8, 0.1, -0.2], [-2.5, 1.6, -1.2], [-0.9, 1.7, 1.1], [1.9, -1.5, -0.5], [-0.1, 1.7, 0.2], [0.9, -1.1, -0.4], [1.5, 1.7, -1.6], [0.8, -1.6, 2.4], [-2.4, 0.1, 0.2], [-0.1, -0.3, -0.1], [1.7, -0.6, -1.4], [-2.0, 0.3, 1.3], [-0.6, -0.2, -0.8], [-0.7, 0.9, -0.8], [0.3, -0.3, -0.3], [-0.1, 0.5, 0.8], [1.3, 0.0, -0.4], [-0.1, -1.0, 0.7], [0.0, 1.1, 0.7], [-0.6, 1.3, -0.6], [-0.9, -1.0, 0.6], [0.5, 0.9, -0.6], [1.0, -0.9, 0.6], [0.1, -0.4, -1.1], [0.0, -1.3, 0.7], [0.9, 1.3, 0.2], [-0.2, -0.7, -0.9], [-0.5, -0.5, -1.0], [-1.1, -0.1, 1.0], [1.3, 0.5, 0.1], [-0.5, 0.7, 1.2], [0.9, 0.0, -0.6], [-0.5, -1.3, -0.5], [0.3, 0.1, 0.6], [1.2, -0.6, 0.5], [0.1, 1.2, 0.3], [0.3, 0.7, -1.3], [0.2, -1.1, -0.6], [0.9, 1.0, 0.5], [-0.1, 0.1, 0.4], [-1.2, 0.8, -0.5], [0.6, -0.4, -1.0], [-0.2, 0.6, -0.5], [0.3, -0.4, -0.6], [-1.1, -0.6, -0.7], [-0.7, 1.3, -0.6], [0.4, -1.2, 0.8], [-0.2, 0.6, 1.1], [0.2, -0.4, 0.5], [-0.3, 0.1, -0.4], [0.9, -1.0, 0.9], [0.3, 1.1, -0.7], [-0.9, -0.1, 1.2], [0.3, 0.3, 0.1], [-0.5, -0.2, -0.2], [1.1, 0.1, 0.9], [-1.1, -0.3, 0.8], [-0.9, -0.5, -1.1], [1.5, 0.0, 0.2], [-0.2, -1.1, -0.9], [-1.1, 0.1, 0.6], [1.3, -0.6, 0.6], [0.3, 0.4, 0.4], [2.1, -2.2, -1.9], [-0.7, 0.9, -0.1], [-0.7, 0.3, 0.9], [-0.6, 0.4, 0.3], [-0.3, 2.2, 1.8], [0.2, -0.9, -1.1], [-0.3, -0.9, -0.2], [0.1, -0.2, -0.1]],
  "mulliken_charge": [-1.081, -0.105, -0.909, -0.537, 0.336, -0.570, -0.466, -0.668, -0.524, -0.020, 0.485, -0.461, -0.328, 0.551, -1.168, -0.854, 0.872, -0.448, -0.095, 1.306, -0.771, -0.450, -1.467, -0.122, -0.754, -1.107, -0.121, 0.621, -1.331, -0.226, 0.895, -0.617, -0.537, -0.489, -0.038, -0.185, -0.135, -0.607, -0.361, -0.966, 0.291, 0.263, 0.328, 0.182, 0.234, 0.309, 0.403, 0.356, 0.205, 0.325, 0.218, 0.344, 0.119, 0.355, 0.217, 0.169, 0.204, 0.341, 0.436, -0.136, 0.388, 0.250, 0.309, 0.278, 0.496, 0.047, 0.256, 0.269, 0.501, 0.496, 0.113, 0.386, 0.276, 0.307, 0.381, 0.387, 0.332, 0.404, 0.315, 0.288, 0.430, 0.313, 0.237, 0.282, 0.285, 0.265, -0.374, 1.156, -0.593, -0.602, -0.282, 1.117, -0.650, -0.507, -0.267]
}

***

| no. | energy (a.u.) |
| --- | --- |
| 1 | -3030.69412 |
| 2 | -5449.35771 |